# 1
The following is a quantum chemistry calculation of a molecular structure, C6H16B3O6 at a distorted geometry, from the Open Molecules 2025 dataset.

Cartesian coordinates (Å):
C1 0.039 0.668 2.282
C2 -0.445 1.802 1.317
B1 0.659 2.359 0.327
O1 0.378 3.588 -0.386
B2 0.237 3.143 -1.732
O2 1.409 2.549 -2.299
B3 1.844 1.527 -1.390
O3 2.193 0.287 -1.949
C3 1.069 -0.414 -2.498
C4 0.180 -1.097 -1.400
C5 1.000 -2.090 -0.497
O4 -0.892 -1.859 -1.967
O5 1.899 1.734 0.018
H1 1.066 0.807 2.690
H2 -0.641 0.673 3.165
H3 -0.078 -0.306 1.759
H4 -1.240 1.340 0.673
H5 -0.936 2.598 1.918
H6 -0.795 3.211 -2.317
H7 0.499 0.268 -3.172
H8 1.467 -1.238 -3.134
H9 -0.297 -0.328 -0.749
H10 0.816 -3.129 -0.846
H11 0.633 -1.921 0.536
H12 2.087 -1.871 -0.510
H13 -1.684 -1.324 -1.888
C6 -2.093 -2.172 2.382
O6 -2.031 -1.286 1.380
H14 -2.975 -2.862 2.395
H15 -1.244 -2.902 2.467
H16 -2.127 -1.756 3.424

Computed properties:
* highest occupied orbital energy: -2.64 eV
* lowest unoccupied orbital energy: 2.7 eV
* total energy: -764.4575 hartree
* Kohn-Sham gap: 0.1975 Ha
* net charge: -1

natural (NBO) atomic charge list, values in e, 5 entries: atom 1 (C): -0.611, atom 2 (C): -0.821, atom 3 (B): 1.169, atom 4 (O): -0.901, atom 5 (B): 0.980

=====

# 2
The following is a quantum chemistry calculation of 2 unconnected molecules or ions with the total composition C6H16BIO3, from the Open Molecules 2025 dataset.

Cartesian coordinates (Å):
C1 -3.134 -0.707 -1.335
C2 -2.711 -2.087 -1.848
O1 -2.336 -2.979 -0.805
C3 -0.950 -3.086 -0.572
C4 -0.353 -1.826 0.034
O2 1.019 -2.127 0.339
B1 1.910 -1.133 0.448
I1 3.979 -1.645 0.386
H1 -3.336 -0.782 -0.267
H2 -4.037 -0.357 -1.832
H3 -2.352 0.042 -1.464
H4 -1.891 -2.005 -2.571
H5 -3.545 -2.562 -2.365
H6 -0.409 -3.355 -1.488
H7 -0.812 -3.900 0.138
H8 -0.880 -1.578 0.956
H9 -0.403 -0.980 -0.649
H10 1.597 0.006 0.582
C5 1.832 4.324 1.528
C6 1.907 2.896 1.020
O3 3.195 2.322 1.192
H11 2.573 4.945 1.023
H12 0.842 4.748 1.355
H13 2.034 4.364 2.601
H14 1.714 2.862 -0.052
H15 1.146 2.280 1.514
H16 3.401 2.320 2.133

Computed properties:
* SMILES: CCOCCOBI.CCO
* highest occupied orbital energy: -9.35 eV
* lowest unoccupied orbital energy: 0.6 eV
* total energy: -786.4893 hartree
* Kohn-Sham gap: 0.3653 Ha
* net charge: 0

natural (NBO) atomic charge list, values in e, 5 entries: atom 1 (C): -0.649, atom 2 (C): -0.071, atom 3 (O): -0.529, atom 4 (C): -0.074, atom 5 (C): -0.084

=====

# 3
The following is a quantum chemistry calculation of 3 unconnected molecules or ions with the total composition C6H16BrO6S2 at a distorted geometry, from the Open Molecules 2025 dataset.

Cartesian coordinates (Å):
Br1 -2.063 11.883 -21.614
O1 -5.940 12.748 -24.750
S1 -6.409 11.439 -24.314
O2 -7.739 11.254 -23.740
O3 -6.233 10.423 -25.610
C1 -5.030 10.294 -26.289
C2 -4.912 11.383 -27.414
C3 -5.252 10.822 -23.058
H1 -5.110 9.273 -26.663
H2 -4.176 10.202 -25.618
H3 -4.070 11.246 -28.092
H4 -4.943 12.405 -27.034
H5 -5.871 11.197 -27.898
H6 -4.220 11.085 -23.290
H7 -5.361 9.742 -22.961
H8 -5.416 11.279 -22.083
O4 -5.366 15.388 -18.681
S2 -4.009 15.813 -18.907
O5 -3.584 16.609 -20.061
O6 -3.529 16.484 -17.449
C4 -2.344 17.249 -17.385
C5 -1.984 17.731 -15.976
C6 -2.916 14.338 -18.877
H9 -2.350 18.016 -18.159
H10 -1.479 16.667 -17.701
H11 -1.116 18.389 -15.936
H12 -1.649 16.916 -15.334
H13 -2.855 18.233 -15.554
H14 -3.309 13.558 -19.530
H15 -2.948 13.932 -17.866
H16 -1.918 14.694 -19.132

Computed properties:
* highest occupied orbital energy: -4.33 eV
* lowest unoccupied orbital energy: 2.7 eV
* total energy: -4060.0808 hartree
* energy relative to the best compared isomer or geometry (same formula, charge and spin): 160.11 kJ/mol
* Kohn-Sham gap: 0.2565 Ha
* net charge: -1

natural (NBO) atomic charge list, values in e, 5 entries: atom 1 (Br): -0.980, atom 2 (O): -0.929, atom 3 (S): 2.317, atom 4 (O): -0.916, atom 5 (O): -0.713

=====

# 4
The following is a quantum chemistry calculation of a molecular structure, C6H16CdN3Se at a distorted geometry, from the Open Molecules 2025 dataset.

Cartesian coordinates (Å):
C1 0.018 -0.680 -4.060
Cd1 -0.738 0.674 -2.580
N1 -0.990 1.658 -0.242
H1 -1.356 2.764 -2.477
H2 -1.444 1.114 0.496
H3 -1.935 2.294 -2.284
H4 -0.806 -0.290 -4.675
H5 0.185 -1.721 -3.818
H6 0.984 -0.183 -4.217
H7 -0.120 2.060 0.118
H8 -1.631 2.441 -0.453
C2 -1.242 -2.386 1.075
N2 -0.309 -1.383 1.545
C3 -0.351 -0.741 2.778
C4 0.625 0.144 2.816
N3 1.310 0.085 1.607
C5 2.428 0.921 1.215
C6 0.730 -0.870 0.797
Se1 1.113 -1.203 -0.962
H9 -0.998 -2.618 0.047
H10 -2.260 -2.002 1.143
H11 -1.162 -3.290 1.682
H12 -1.118 -1.024 3.515
H13 0.945 0.853 3.592
H14 2.171 1.970 1.363
H15 3.309 0.681 1.811
H16 2.641 0.731 0.172

Computed properties:
* highest occupied orbital energy (alpha / beta): 0.57 / -1.05 eV
* lowest unoccupied orbital energy (alpha / beta): 3.2 / 3.2 eV
* total energy: -2971.4407 hartree
* energy relative to the best compared isomer or geometry (same formula, charge and spin): 30.69 kJ/mol
* Kohn-Sham gap (alpha / beta): 0.0974 / 0.1554 Ha
* net charge: -1

natural (NBO) atomic charge list, values in e, 5 entries: atom 1 (C): -1.270, atom 2 (Cd): 0.798, atom 3 (N): -1.248, atom 4 (H): -0.153, atom 5 (H): 0.359

=====

# 5
The following is a quantum chemistry calculation of 3 unconnected molecules or ions with the total composition C6H16ClN2O2 at a distorted geometry, from the Open Molecules 2025 dataset.

Cartesian coordinates (Å):
C1 -2.295 0.469 0.214
C2 -2.085 1.300 -1.092
O1 -1.212 1.095 -1.910
N1 -3.075 2.482 -1.171
H1 -3.594 2.126 -1.961
H2 -3.623 2.514 -0.322
C3 -2.342 3.857 -1.508
H3 -1.611 -0.376 0.144
H4 -3.352 0.214 0.294
H5 -2.069 0.893 1.192
H6 -3.086 4.630 -1.701
H7 -1.923 3.483 -2.443
H8 -1.700 4.075 -0.655
C4 2.650 -1.284 -1.186
C5 2.954 -2.235 -0.069
O2 3.869 -3.006 -0.131
N2 1.973 -2.116 1.161
H9 1.275 -1.386 1.153
H10 1.406 -2.948 1.075
C6 2.739 -2.062 2.564
H11 3.446 -1.003 -1.876
H12 2.227 -0.366 -0.777
H13 1.814 -1.766 -1.693
H14 3.487 -1.275 2.480
H15 3.150 -3.071 2.548
H16 2.052 -1.887 3.392
Cl1 -1.076 -2.355 2.278

Computed properties:
* highest occupied orbital energy (alpha / beta): -17.78 / -17.77 eV
* lowest unoccupied orbital energy (alpha / beta): -6.7 / -10.7 eV
* expectation value of S²: 0.7523
* total energy: -957.6837 hartree
* multiplicity: 2
* Kohn-Sham gap (alpha / beta): 0.4081 / 0.2585 Ha
* net charge: +2

natural (NBO) atomic charge list, values in e, 5 entries: atom 1 (C): -0.751, atom 2 (C): 0.714, atom 3 (O): -0.433, atom 4 (N): -0.594, atom 5 (H): 0.453

=====

# 6
The following is a quantum chemistry calculation of 2 unconnected molecules or ions with the total composition C6H16ClN2O9P, from the Open Molecules 2025 dataset.

Cartesian coordinates (Å):
O1 5.152 1.095 1.239
P1 3.875 0.405 1.167
O2 3.928 -1.014 0.405
O3 3.239 0.086 2.610
C1 2.607 1.330 0.288
C2 1.223 0.675 0.318
C3 0.623 0.689 -1.072
N1 -0.809 0.237 -1.090
C4 -1.443 -0.140 0.227
C5 -1.419 -1.660 0.365
O4 -0.135 -2.254 0.180
O5 -0.024 -2.525 -1.238
C6 -0.896 0.625 1.450
N2 0.302 1.419 1.160
H1 3.475 -1.751 0.818
H2 2.639 -0.660 2.680
H3 2.565 2.321 0.743
H4 2.971 1.453 -0.734
H5 1.314 -0.369 0.656
H6 0.636 1.719 -1.427
H7 1.190 0.085 -1.778
H8 -0.877 -0.595 -1.682
H9 -1.428 0.923 -1.560
H10 -2.491 0.115 0.109
H11 -2.141 -2.102 -0.322
H12 -1.714 -1.939 1.376
H13 0.932 -2.440 -1.364
H14 -0.706 -0.112 2.241
H15 -1.668 1.300 1.813
H16 0.750 1.645 2.041
O6 -3.991 -0.850 -1.100
Cl1 -4.364 0.285 -1.932
O7 -4.790 -0.167 -3.215
O8 -3.156 1.115 -2.095
O9 -5.370 1.057 -1.277

Computed properties:
* highest occupied orbital energy: -9.77 eV
* lowest unoccupied orbital energy: -0.8 eV
* total energy: -1826.1529 hartree
* energy relative to the best compared isomer or geometry (same formula, charge and spin): 0.00 kJ/mol
* Kohn-Sham gap: 0.3302 Ha
* net charge: 0

natural (NBO) atomic charge list, values in e, 5 entries: atom 1 (O): -1.050, atom 2 (P): 2.368, atom 3 (O): -0.997, atom 4 (O): -0.993, atom 5 (C): -0.834

=====

# 7
The following is a quantum chemistry calculation of 7 unconnected molecules or ions with the total composition C6H16ClO10P, from the Open Molecules 2025 dataset.

Cartesian coordinates (Å):
O1 2.842 -0.888 1.633
C1 2.036 -0.040 1.356
C2 0.561 -0.285 1.338
C3 -0.148 0.290 0.360
P1 -1.987 0.034 0.396
O2 -2.433 1.279 1.411
O3 -2.515 0.688 -1.003
C4 0.618 1.085 -0.650
O4 0.397 1.017 -1.835
C5 1.715 1.905 -0.071
C6 2.406 1.346 0.920
Cl1 3.683 2.153 1.729
H1 0.089 -0.884 2.111
H2 -2.263 0.983 2.316
H3 -3.327 1.174 -0.795
H4 1.917 2.905 -0.424
O5 -0.058 -2.100 -2.006
H5 0.176 -2.166 -1.075
H6 0.067 -1.166 -2.223
O6 -0.388 4.047 -0.053
H7 -1.320 3.806 -0.023
H8 -0.364 4.862 -0.565
O7 -2.849 -2.935 0.807
H9 -3.612 -3.389 1.188
H10 -2.734 -3.352 -0.054
O8 4.246 -2.780 -0.521
H11 4.440 -1.942 -0.951
H12 4.074 -2.538 0.397
O9 4.346 2.316 -1.732
H13 4.123 2.037 -2.627
H14 5.199 1.907 -1.555
O10 -6.015 -3.320 0.892
H15 -6.948 -3.555 0.911
H16 -5.975 -2.496 0.397

Computed properties:
* SMILES: O=C1C=C(P(O)O)C(=O)C=C1Cl.O.O.O.O.O.O
* highest occupied orbital energy: -8.71 eV
* lowest unoccupied orbital energy: -1.1 eV
* total energy: -1792.1540 hartree
* energy relative to the best compared isomer or geometry (same formula, charge and spin): 17.33 kJ/mol
* Kohn-Sham gap: 0.2790 Ha
* net charge: 0

natural (NBO) atomic charge list, values in e, 5 entries: atom 1 (O): -0.496, atom 2 (C): 0.505, atom 3 (C): -0.253, atom 4 (C): -0.411, atom 5 (P): 1.391

=====

# 8
The following is a quantum chemistry calculation of a molecular structure, C6H16CoF6N3O14S6 at a distorted geometry, from the Open Molecules 2025 dataset.

Cartesian coordinates (Å):
Co1 -0.137 -0.289 -0.775
N1 -1.810 0.679 -1.248
S1 -2.470 0.932 -2.695
O1 -2.344 2.285 -3.106
O2 -3.638 0.201 -3.032
F1 -1.384 0.086 -3.535
S2 -2.935 1.504 -0.270
O3 -4.218 1.745 -0.784
O4 -2.285 2.495 0.485
F2 -3.130 0.310 0.738
N2 1.096 0.951 0.205
S3 1.253 2.574 -0.177
O5 2.568 3.025 -0.419
O6 0.344 3.360 0.525
F3 0.652 2.418 -1.639
S4 2.348 0.780 1.197
O7 2.320 1.653 2.314
O8 3.573 0.457 0.555
F4 1.923 -0.595 1.867
N3 -0.421 -2.137 -0.123
S5 -1.824 -2.956 0.294
O9 -2.153 -2.903 1.667
O10 -2.011 -4.156 -0.428
F5 -2.788 -1.954 -0.428
S6 0.662 -3.292 0.190
O11 0.820 -4.280 -0.815
O12 0.772 -3.651 1.552
F6 1.925 -2.322 -0.032
C1 2.935 -1.930 -2.955
C2 2.320 -0.564 -2.668
C3 2.482 0.334 -3.879
O13 0.880 -0.744 -2.500
H1 2.562 -2.322 -3.905
H2 2.736 -2.617 -2.139
H3 4.021 -1.838 -3.017
H4 2.778 -0.192 -1.754
H5 1.871 -0.016 -4.711
H6 3.528 0.357 -4.192
H7 2.218 1.368 -3.650
H8 0.523 -1.310 -3.192
C4 -1.039 0.181 2.935
C5 -1.621 1.448 3.558
C6 -1.662 1.270 5.075
O14 -0.808 2.567 3.235
H9 -1.717 -0.659 3.106
H10 -0.067 -0.028 3.383
H11 -0.965 0.275 1.854
H12 -2.643 1.548 3.191
H13 -2.165 0.313 5.270
H14 -2.193 2.054 5.609
H15 -0.667 1.088 5.492
H16 -0.013 2.497 3.774

Computed properties:
* highest occupied orbital energy (alpha / beta): -7.49 / -7.49 eV
* lowest unoccupied orbital energy (alpha / beta): 2.3 / 1.7 eV
* expectation value of S²: 3.7558
* total energy: -5827.0317 hartree
* multiplicity: 4
* Kohn-Sham gap (alpha / beta): 0.3613 / 0.3379 Ha
* net charge: -1

natural (NBO) atomic charge list, values in e, 5 entries: atom 1 (Co): 1.558, atom 2 (N): -1.299, atom 3 (S): 2.494, atom 4 (O): -0.895, atom 5 (O): -0.894